Entry from OMol25: the molecule C3H6N2S in a non-equilibrium geometry (wB97M-V/def2-TZVPD).

Positions of all 12 atoms, in Å:
1 H 1.50015 0.67198 -0.62301
2 N 2.08779 -0.08835 -0.26289
3 C 1.29822 -1.00834 0.05499
4 N -0.10856 -1.09782 -0.01323
5 C -1.08868 -0.14482 -0.04508
6 C -0.65509 1.30378 0.09063
7 S -2.63505 -0.60476 -0.13363
8 H 1.75809 -1.93825 0.45770
9 H -0.49896 -2.03353 0.14853
10 H -0.15440 1.56387 -0.86116
11 H -1.58126 1.87061 0.26659
12 H 0.07777 1.50562 0.92056

Values from the calculation:
* gap between HOMO and LUMO: 8.99 eV
* LUMO energy: 0.0500 eV
* relative energy (zero: lowest compared OMol25 entry of this formula, charge and spin): 19.9 kcal/mol
* total charge: 0
* SMILES string: [H]/N=C\NC(C)=S

Atom charges from the Löwdin analysis, given in e for atoms 1 to 5:
1. H 0.022
2. N 0.107
3. C -0.289
4. N -0.015
5. C -0.897

Entry from OMol25: the molecule C3H6N2S in a non-equilibrium geometry (wB97M-V/def2-TZVPD).

Positions of all 12 atoms, in Å:
1 C -1.22528 -2.14974 0.01972
2 N -1.63191 -0.87316 -0.09621
3 N -0.69725 0.13600 0.25885
4 C 0.60744 0.25004 0.01559
5 C 1.08303 1.75217 -0.06804
6 S 1.61933 -1.02723 -0.10163
7 H -2.06284 -2.88116 -0.19672
8 H -0.20558 -2.48648 0.44728
9 H -1.12120 1.02273 -0.25306
10 H 1.61342 2.04504 0.95994
11 H 1.80717 1.81294 -0.90870
12 H 0.21366 2.39884 -0.07701

Values from the calculation:
* gap between HOMO and LUMO: 8.82 eV
* LUMO energy: 0.3406 eV
* relative energy (zero: lowest compared OMol25 entry of this formula, charge and spin): 67.1 kcal/mol
* total charge: 0
* SMILES string: C=NNC(C)=S

Atom charges from the Löwdin analysis, given in e for atoms 1 to 5:
1. C -0.059
2. N -0.030
3. N -0.108
4. C -0.888
5. C -0.095

Entry from OMol25: a cluster of 2 separate species, C3H6N2S in total in a non-equilibrium geometry (wB97M-V/def2-TZVPD).

Positions of all 12 atoms, in Å:
1 C 0.88704 0.74400 -0.14344
2 C -1.18999 -0.63070 -0.16508
3 C -2.51604 -1.13904 0.03952
4 H 3.46612 0.53958 0.88608
5 H 2.96104 -1.33705 -0.67704
6 H 1.41079 1.75881 0.10498
7 H -0.35737 -1.27534 0.02259
8 H -3.33884 -0.34101 0.18921
9 H -2.58368 -2.06498 0.54762
10 N 2.66896 -0.75302 0.10803
11 N 1.49125 -0.40954 -0.07183
12 S -0.86035 1.06328 0.01795

Values from the calculation:
* gap between HOMO and LUMO: 7.70 eV
* LUMO energy: -0.2183 eV
* relative energy (zero: lowest compared OMol25 entry of this formula, charge and spin): 166.3 kcal/mol
* total charge: 0

Atom charges from the Löwdin analysis, given in e for atoms 1 to 5:
1. C -0.486
2. C -0.517
3. C -0.059
4. H 0.194
5. H 0.082

Number 1: total energy -17023.1760 eV. Number 2: total energy -17021.1329 eV. Number 3: total energy -17016.8295 eV.